(1)
C27H25CdIN4O2 | ωB97M-V with the def2-TZVPD basis set

## Properties
relative energy (zero: lowest compared OMol25 entry of this formula, charge and spin)	2.618	eV
energy	-1878.699000	a.u.
molecular weight	676.8	g/mol
HOMO (spin up / spin down)	-0.3119 / -0.3138	hartree

Geometry as ORCA input:
```
! RIJCOSX wB97M-V def2-TZVPD def2/J DEFGRID3
* xyz 0 1
C 0.910 -4.760 0.207
C 1.092 -3.226 -2.266
H 1.684 -4.988 1.029
H 1.005 -5.254 -0.885
H -0.114 -4.801 0.685
H 1.905 -2.640 -2.887
H 1.128 -4.356 -2.295
H 0.115 -2.802 -2.713
C 3.936 -0.728 0.987
C 5.070 0.074 1.198
C 5.545 0.828 0.119
C 4.811 0.801 -1.067
H 3.516 -1.360 1.804
H 5.541 0.060 2.180
H 6.455 1.422 0.204
H 5.132 1.357 -1.931
N 3.277 -0.772 -0.163
C 3.629 0.045 -1.166
C 2.730 0.191 -2.329
N 1.619 -0.538 -2.325
C 0.666 -0.380 -3.227
C 2.005 1.216 -4.399
C 0.819 0.471 -4.333
H -0.241 -0.987 -3.117
H 0.009 0.488 -5.075
C 2.946 1.100 -3.379
H 3.848 1.685 -3.362
H 2.170 1.884 -5.240
Cd 1.108 -2.761 -0.291
I 1.590 -2.766 2.774
O -1.684 -3.123 0.567
C -1.549 -1.856 0.543
N -2.448 -0.937 1.022
C -2.008 0.426 0.972
C -0.660 0.238 0.209
O 0.106 1.125 -0.186
N -0.479 -1.114 0.071
C -3.067 1.233 0.229
C -2.774 1.956 -0.931
C -3.797 2.607 -1.632
C -5.112 2.565 -1.167
C -5.396 1.897 0.035
C -4.376 1.228 0.722
C -1.703 0.963 2.364
C -2.244 2.157 2.871
C -1.986 2.529 4.194
C -1.172 1.744 5.014
C -0.592 0.576 4.487
C -0.868 0.202 3.170
H -3.272 -1.267 1.474
H -1.741 2.012 -1.275
H -3.542 3.143 -2.553
H -5.914 3.058 -1.735
H -6.413 1.897 0.431
H -4.624 0.715 1.652
H -2.862 2.792 2.237
H -2.428 3.449 4.586
H -0.976 2.028 6.049
H 0.074 -0.047 5.080
H -0.398 -0.703 2.763
*
```

(2)
C2H2ClOP | ωB97M-V with the def2-TZVPD basis set

## Properties
relative energy (zero: lowest compared OMol25 entry of this formula, charge and spin)	1.935	eV
energy	-954.076321	a.u.
molecular weight	108.5	g/mol
HOMO (spin up / spin down)	-0.3027 / -0.3022	hartree

Geometry as ORCA input:
```
! RIJCOSX wB97M-V def2-TZVPD def2/J DEFGRID3
* xyz 0 1
C 0.698 -0.660 -0.149
C 1.333 -0.045 0.767
O -0.049 -1.188 -0.892
P -2.854 1.439 -1.901
Cl -2.669 0.288 -0.283
H 1.418 -0.449 1.683
H 2.123 0.614 0.774
*
```

(3)
C18H37N2O5S2 | ωB97M-V with the def2-TZVPD basis set

## Properties
energy	-1989.882471	a.u.
molecular weight	425.6	g/mol
HOMO	-0.4565	hartree

Geometry as ORCA input:
```
! RIJCOSX wB97M-V def2-TZVPD def2/J DEFGRID3
* xyz 1 1
C -1.981 -0.849 3.651
C -0.728 0.047 3.504
C -0.737 0.757 2.163
C 0.470 1.684 1.941
C 1.419 1.204 0.812
C 1.963 2.305 0.000
C 3.249 2.790 -0.105
C 4.522 2.307 0.509
C 5.086 1.052 -0.152
C 5.509 1.297 -1.607
O 4.125 0.009 -0.080
N 3.188 3.907 -0.937
S 4.480 4.943 -1.356
C 1.928 4.059 -1.364
N 1.186 3.103 -0.830
C -0.225 2.861 -1.081
C -0.410 1.728 -2.117
O 0.737 1.692 -2.936
C 0.570 0.886 -4.094
C 0.765 -0.608 -3.795
H -1.724 -1.792 4.121
H -2.738 -0.384 4.270
H -2.371 -1.083 2.668
H -0.729 0.763 4.321
H 0.146 -0.591 3.599
H -1.659 1.335 2.116
H -0.779 0.003 1.383
H 1.050 1.709 2.858
H 0.155 2.709 1.765
H 0.920 0.489 0.164
H 2.231 0.663 1.268
H 4.406 2.181 1.580
H 5.291 3.059 0.372
H 5.951 0.748 0.436
H 4.757 0.843 -2.246
H 6.448 0.803 -1.826
H 5.551 2.351 -1.854
H 4.499 -0.790 -0.458
H 4.537 4.660 -2.668
H 1.556 4.814 -2.025
H -0.718 2.583 -0.162
H -0.698 3.751 -1.478
H -0.524 0.770 -1.614
H -1.297 1.945 -2.708
H 1.345 1.200 -4.783
H -0.388 1.078 -4.570
H 0.703 -0.778 -2.726
H 0.034 -1.208 -4.325
H 1.745 -0.925 -4.129
O -3.980 -2.593 1.499
S -4.871 -3.657 1.864
O -4.462 -4.649 2.804
O -5.389 -4.361 0.539
C -4.403 -4.820 -0.411
C -3.765 -6.129 0.007
C -6.412 -2.977 2.370
H -3.656 -4.039 -0.566
H -4.949 -4.944 -1.344
H -3.146 -6.004 0.894
H -3.137 -6.508 -0.799
H -4.528 -6.870 0.238
H -6.739 -2.256 1.627
H -6.246 -2.490 3.328
H -7.130 -3.785 2.477
*
```

(4)
C4H6O2S | ωB97M-V with the def2-TZVPD basis set

## Properties
relative energy (zero: lowest compared OMol25 entry of this formula, charge and spin)	0.393	eV
energy	-704.665071	a.u.
molecular weight	118.2	g/mol
HOMO	-0.3574	hartree
structure (SMILES)	CCC(=O)C(=O)S

Geometry as ORCA input:
```
! RIJCOSX wB97M-V def2-TZVPD def2/J DEFGRID3
* xyz 0 1
C -0.612 -1.253 -1.281
C -0.614 -0.807 0.169
C -0.379 0.635 0.213
O -1.154 1.480 -0.156
C 0.992 1.005 0.745
O 1.917 0.300 0.840
S 1.041 2.743 1.268
H -1.387 -0.768 -1.913
H 0.342 -1.144 -1.817
H -0.888 -2.369 -1.254
H -1.634 -1.000 0.611
H 0.088 -1.354 0.797
H 2.287 2.533 1.776
*
```

- Look up the molecular weight of the second one.
  108.5 g/mol